# 1
Here is a gas-phase ion, C7H10BrN4O (charge +1) from OMol25. Energies are from ωB97M-V with the def2-TZVPD basis set.

Output
Charge: +1
Gap between HOMO and LUMO: 8.72 eV
Energy above the lowest of the compared OMol25 structures with the same formula, charge and spin: 0.00 kcal per mole
SMILES: [H]/N=C/C(=O)[C@H](NC)[n+]1cc(Br)c[nH]1

The geometry in XYZ format:
```
23
C7H10BrN4O ωB97M-V with the def2-TZVPD basis set
H 2.025 -0.419 3.687
N 1.566 -0.289 2.822
C 1.643 0.877 2.334
C 0.809 1.071 1.112
O 0.406 2.161 0.748
C 0.542 -0.038 0.232
N 1.212 0.021 -0.955
C 1.925 -1.059 -1.496
N -1.035 -0.013 -0.192
C -1.750 -1.095 -0.603
C -2.954 -0.566 -0.961
Br -4.397 -1.508 -1.756
C -2.926 0.840 -0.735
N -1.697 1.125 -0.225
H 2.201 1.678 2.706
H 0.719 -0.948 0.747
H 1.577 0.924 -1.404
H 1.707 -1.868 -0.784
H 1.615 -1.197 -2.525
H 3.026 -0.952 -1.381
H -1.292 -2.066 -0.687
H -3.792 1.469 -0.701
H -1.132 1.853 0.017
```

Atomic partial charges in e from the Löwdin method, atoms 1 to 5: 0.0680, 0.1819, -0.0775, -0.3009, 0.1174

---

# 2
Here is a molecular structure, C33H24AsN3O8S2V from OMol25. Energies are from ωB97M-V with the def2-TZVPD basis set.

Output
Charge: +1
Gap between HOMO and LUMO (spin up / spin down): 6.53 / 6.53 eV
Energy above the lowest of the compared OMol25 structures with the same formula, charge and spin: 6.20 kcal per mole

The geometry in XYZ format:
```
72
C33H24AsN3O8S2V ωB97M-V with the def2-TZVPD basis set
V 0.047 0.515 -0.844
N 4.229 1.296 -1.157
C 4.440 -0.002 -0.722
C 5.607 -0.671 -0.378
C 5.460 -1.965 0.075
C 4.194 -2.560 0.182
C 3.040 -1.894 -0.172
C 3.173 -0.589 -0.645
N 2.227 0.361 -1.049
C 2.905 1.454 -1.303
C 2.187 2.660 -1.639
C 2.620 3.875 -2.055
S 1.279 4.893 -2.325
C 0.228 3.645 -1.872
N 0.821 2.534 -1.525
H 4.927 2.013 -1.251
H 6.577 -0.200 -0.453
H 6.336 -2.530 0.360
H 4.120 -3.574 0.552
H 2.077 -2.371 -0.095
H 3.630 4.210 -2.224
H -0.842 3.776 -1.865
O 0.330 -2.391 -3.809
As -0.613 -0.951 -3.902
O 0.042 -0.004 -2.479
O -2.110 -1.385 -3.013
C -2.649 -2.535 -2.513
C -3.663 -3.151 -3.231
C -4.322 -4.250 -2.704
C -3.988 -4.740 -1.450
C -2.975 -4.135 -0.727
C -2.301 -3.040 -1.256
S -0.900 -2.466 -0.369
O -0.921 -3.016 0.947
O 0.259 -2.763 -1.192
O -1.034 -0.937 -0.287
H 0.412 -2.723 -2.887
H -3.932 -2.746 -4.197
H -5.110 -4.721 -3.277
H -4.510 -5.592 -1.038
H -2.684 -4.504 0.246
O 2.476 1.548 1.671
C 1.539 0.800 1.782
O 0.578 0.796 0.813
C 1.302 -0.134 2.895
C 2.299 -0.268 3.862
C 2.115 -1.146 4.913
C 0.939 -1.886 5.000
C -0.053 -1.749 4.041
C 0.124 -0.870 2.985
H 3.205 0.315 3.769
H 2.884 -1.259 5.664
H 0.800 -2.575 5.823
H -0.961 -2.332 4.107
H -0.643 -0.763 2.233
C -2.575 4.362 2.446
C -1.224 4.034 2.221
C -0.862 3.193 1.206
C -1.833 2.622 0.343
C -1.574 1.728 -0.752
C -2.540 1.434 -1.676
C -3.866 1.874 -1.490
C -4.183 2.618 -0.395
C -3.186 3.024 0.525
C -3.529 3.873 1.606
H -2.845 5.013 3.266
H -0.457 4.457 2.857
H 0.184 2.991 1.050
H -2.335 0.808 -2.527
H -4.621 1.592 -2.212
H -5.203 2.941 -0.226
H -4.571 4.136 1.740
```

Atomic partial charges in e from the Löwdin method, atoms 1 to 5: 1.0553, 0.2146, -0.1654, -0.0018, -0.0637